1.
Here is the ion C4H9NOS with charge +1 from the OMol25 dataset. Energies are from ωB97M-V with the def2-TZVPD basis set.

Geometry as XYZ:
```
16
Properties=species:S:1:pos:R:3:forces:R:3
S 1.285 2.102 0.698 -0.5 -0.2 -0.4
O 1.218 0.348 -2.128 -2.5 -1.6 1.9
N 0.031 -2.162 -0.191 1.2 1.2 0.5
C -0.610 -0.044 0.804 0.7 2.3 -2.9
C -0.317 1.470 1.177 -0.8 0.1 -0.1
C 0.289 -0.231 -1.519 1.9 2.7 -2.3
C 0.395 -0.729 -0.086 0.8 -1.7 -0.2
H 0.498 -2.526 -1.000 0.2 -0.7 -0.3
H 1.010 2.030 -0.604 0.5 0.2 -0.6
H -1.167 2.141 0.861 1.1 -0.5 -0.4
H 1.437 -0.753 0.368 -0.8 0.6 -1.0
H -1.474 -0.070 0.149 -0.8 0.1 0.7
H -0.654 -0.654 1.615 -0.7 -1.3 2.7
H -0.266 1.684 2.216 -0.2 -0.6 1.2
H -0.732 -0.309 -2.076 1.3 -0.3 1.1
H -0.943 -2.299 -0.283 -1.3 -0.3 -0.1
```
Forces are in eV/Å.

## Properties
**Net charge**: +1
**Lowest unoccupied orbital energy (spin up / spin down)**: -3.824 / -9.116 eV
**2S+1**: 2
**DFT total energy**: -685.6049 hartree
**⟨S²⟩**: 0.75
**ΔE to the lowest compared entry with this formula, charge and spin**: 166.0 kJ/mol
**HOMO (spin up / spin down)**: -14.008 / -13.739 eV

Results of the Mulliken charge analysis, in e, for atoms 1 through 2: 0.24, -0.46

2.
Here is the molecule C4H9NS from the OMol25 dataset. Energies are from ωB97M-V with the def2-TZVPD basis set.

Geometry as XYZ:
```
15
Properties=species:S:1:pos:R:3:forces:R:3
S -1.030 1.488 0.595 0.3 -0.7 -0.5
N -1.523 -2.122 -0.058 -0.7 0.5 0.2
C 1.178 0.701 -0.210 -2.6 0.2 0.1
C 0.669 2.070 0.270 0.8 -0.7 1.8
C -0.365 -1.384 0.374 1.1 0.9 -0.6
C -0.249 0.020 -0.289 1.4 0.2 1.7
H 0.565 -1.923 0.112 -0.4 0.0 -0.1
H -1.405 -2.240 -1.053 -0.4 -0.2 -0.3
H -2.304 -1.459 0.064 0.1 -0.8 -0.2
H -0.534 0.010 -1.313 -0.7 -0.3 -0.8
H 1.184 2.423 1.189 -0.4 -0.1 -0.6
H 1.794 0.201 0.479 0.8 -0.5 1.0
H 1.634 0.711 -1.160 0.7 0.1 -1.1
H -0.342 -1.324 1.455 -0.1 0.3 0.3
H 0.729 2.827 -0.455 -0.1 1.0 -1.0
```
Forces are in eV/Å.

## Properties
**Lowest unoccupied orbital energy**: 0.902 eV
**2S+1**: 1
**DFT total energy**: -610.7148 hartree
**ΔE to the lowest compared entry with this formula, charge and spin**: 102.2 kJ/mol
**HOMO**: -8.634 eV
**Structure (SMILES)**: NC[C@@H]1CCS1

Results of the Mulliken charge analysis, in e, for atoms 1 through 2: -0.18, -0.63

3.
Here is the molecule C4H9NS from the OMol25 dataset. Energies are from ωB97M-V with the def2-TZVPD basis set.

Geometry as XYZ:
```
15
Properties=species:S:1:pos:R:3:forces:R:3
S -0.498 -0.505 1.396 2.3 -0.1 -2.6
N 1.207 -0.006 0.325 -2.3 -3.0 2.5
C 2.212 0.776 1.084 1.9 -1.2 -2.7
C -1.328 -1.420 -0.099 1.1 -0.5 3.0
C -1.871 -0.365 -0.984 2.3 -1.0 -3.5
C 1.388 1.357 0.032 -2.0 1.2 -0.8
H 0.505 1.989 0.164 0.6 0.2 0.5
H -2.368 -0.861 -1.858 0.0 0.5 0.6
H -0.947 0.164 -1.478 -2.0 -0.4 1.1
H -0.644 -2.241 -0.432 -0.3 1.3 -0.3
H -2.551 0.244 -0.456 -0.5 1.0 0.4
H 1.696 1.330 -0.978 1.0 0.9 -1.0
H 3.288 0.510 0.770 -1.8 0.4 1.0
H -2.096 -1.977 0.447 -0.3 0.2 -0.1
H 2.008 1.005 2.067 -0.3 0.5 2.0
```
Forces are in eV/Å.

## Properties
**Lowest unoccupied orbital energy**: 0.416 eV
**2S+1**: 1
**DFT total energy**: -610.6252 hartree
**ΔE to the lowest compared entry with this formula, charge and spin**: 337.4 kJ/mol
**HOMO**: -8.716 eV
**Structure (SMILES)**: CCSN1CC1

Results of the Mulliken charge analysis, in e, for atoms 1 through 2: -0.08, -0.34

4.
Here is the molecule C4H9NS from the OMol25 dataset. Energies are from ωB97M-V with the def2-TZVPD basis set.

Geometry as XYZ:
```
15
Properties=species:S:1:pos:R:3:forces:R:3
S 2.765 0.201 0.018 -1.0 -1.2 1.4
N -0.489 -0.997 0.510 -0.7 -1.5 0.1
C 1.136 0.839 0.665 0.1 0.7 -3.5
C -0.786 -2.014 -0.225 2.3 4.0 0.0
C -0.058 0.271 -0.117 0.3 -1.6 0.6
C -1.325 1.143 -0.302 -1.0 -1.2 2.3
H 2.622 -1.030 0.685 0.3 1.2 -0.8
H -2.108 1.332 0.603 2.4 -0.9 -1.7
H 1.067 0.644 1.662 -0.1 0.0 2.8
H -0.570 -1.922 -1.273 -0.3 -0.1 -1.0
H 0.512 -0.026 -1.022 -1.3 0.6 -0.7
H -1.108 2.091 -0.676 0.5 1.5 -0.8
H -0.928 -2.970 0.134 -0.9 -1.8 1.2
H -1.849 0.549 -1.017 -0.9 0.1 -0.7
H 1.119 1.887 0.355 0.4 0.1 0.7
```
Forces are in eV/Å.

## Properties
**Lowest unoccupied orbital energy**: 0.993 eV
**2S+1**: 1
**DFT total energy**: -610.6782 hartree
**ΔE to the lowest compared entry with this formula, charge and spin**: 198.3 kJ/mol
**HOMO**: -9.184 eV
**Structure (SMILES)**: C=N[C@@H](C)CS

Results of the Mulliken charge analysis, in e, for atoms 1 through 2: -0.24, -0.51

5.
Here is the molecule C4H9NS from the OMol25 dataset. Energies are from ωB97M-V with the def2-TZVPD basis set.

Geometry as XYZ:
```
15
Properties=species:S:1:pos:R:3:forces:R:3
S -0.362 1.710 0.362 -0.1 0.4 -0.8
N -0.031 -1.461 -0.984 0.9 1.1 -0.4
C -0.966 -1.136 1.301 0.2 -0.1 -0.8
C 0.250 -1.087 0.410 0.3 0.4 0.6
C 0.725 -0.243 -1.436 0.5 0.3 -0.6
C 0.781 0.372 0.005 -0.7 -1.5 -0.9
H -1.308 -2.160 1.509 0.3 0.4 0.2
H 1.782 -0.408 -1.730 -0.5 -0.4 0.0
H -0.401 2.083 -0.941 -0.2 0.2 0.5
H 1.071 -1.684 0.827 0.0 0.1 0.1
H 0.491 -2.294 -1.197 -0.1 -0.3 -0.4
H -1.760 -0.569 0.832 -0.3 -0.1 -0.2
H 0.273 0.316 -2.288 0.0 -0.2 0.8
H 1.789 0.691 0.265 -0.1 -0.4 0.3
H -0.674 -0.552 2.139 -0.1 0.0 1.5
```
Forces are in eV/Å.

## Properties
**Lowest unoccupied orbital energy**: 0.905 eV
**2S+1**: 1
**DFT total energy**: -610.6966 hartree
**ΔE to the lowest compared entry with this formula, charge and spin**: 149.8 kJ/mol
**HOMO**: -8.900 eV
**Structure (SMILES)**: C[C@H]1NC[C@H]1S

Results of the Mulliken charge analysis, in e, for atoms 1 through 2: -0.24, -0.59

6.
Here is the molecule C4H9NS from the OMol25 dataset. Energies are from ωB97M-V with the def2-TZVPD basis set.

Geometry as XYZ:
```
15
Properties=species:S:1:pos:R:3:forces:R:3
S 0.534 1.088 -3.173 1.3 -1.1 -1.5
N -0.172 -1.614 2.064 -0.4 0.3 2.4
C -0.071 0.121 -0.671 0.6 0.4 0.7
C -1.006 -0.661 1.406 -0.9 0.9 0.4
C 0.980 0.829 -1.468 -0.8 -1.6 -0.9
C -0.214 0.321 0.644 0.8 1.5 -0.9
H -0.603 -0.694 -1.176 0.2 0.3 0.1
H -1.672 -0.238 2.145 -0.3 0.3 0.1
H 0.370 1.175 1.115 -0.8 -1.2 -0.3
H 0.506 -1.803 1.397 1.9 -0.9 -1.1
H 1.331 1.742 -1.092 0.5 1.0 1.0
H 1.788 0.108 -1.626 0.3 0.3 0.4
H -0.465 1.874 -3.064 -1.6 1.3 0.4
H 0.294 -1.108 2.839 -0.2 -0.7 -0.6
H -1.602 -1.138 0.660 -0.7 -0.7 -0.3
```
Forces are in eV/Å.

## Properties
**Lowest unoccupied orbital energy**: 0.998 eV
**2S+1**: 1
**DFT total energy**: -610.7007 hartree
**ΔE to the lowest compared entry with this formula, charge and spin**: 139.2 kJ/mol
**HOMO**: -9.077 eV
**Structure (SMILES)**: NC/C=C/CS

Results of the Mulliken charge analysis, in e, for atoms 1 through 2: -0.23, -0.60

7.
Here is the molecule C4H9NS from the OMol25 dataset. Energies are from ωB97M-V with the def2-TZVPD basis set.

Geometry as XYZ:
```
15
Properties=species:S:1:pos:R:3:forces:R:3
S -0.365 0.194 0.697 0.6 0.0 -0.9
N -3.161 0.311 0.389 0.7 -2.9 2.2
C 1.471 -0.680 -1.346 3.8 0.7 1.0
C -2.198 -0.661 0.060 1.9 1.7 -3.1
C 2.386 0.753 0.582 -0.9 -1.4 3.8
C 1.354 0.051 -0.241 -3.4 -0.8 0.8
H -3.071 0.505 1.365 -0.4 0.2 0.5
H 2.961 0.089 1.343 -1.1 0.5 -1.4
H 1.945 1.523 1.295 0.3 -0.8 -1.3
H 0.815 -1.073 -2.062 -1.3 -0.5 -0.2
H -2.266 -1.586 0.641 0.1 0.4 -0.3
H -2.014 -0.774 -1.099 -0.7 -0.1 2.5
H 3.112 1.186 0.004 1.7 1.2 -1.6
H 2.562 -0.911 -1.555 -1.2 0.5 -0.3
H -3.532 1.074 -0.072 0.1 1.3 -1.9
```
Forces are in eV/Å.

## Properties
**Lowest unoccupied orbital energy**: 0.969 eV
**2S+1**: 1
**DFT total energy**: -610.6462 hartree
**ΔE to the lowest compared entry with this formula, charge and spin**: 282.3 kJ/mol
**HOMO**: -7.967 eV
**Structure (SMILES)**: C=C(C)SCN

Results of the Mulliken charge analysis, in e, for atoms 1 through 2: -0.30, -0.42

8.
Here is the molecule C4H9NS3 from the OMol25 dataset. Energies are from ωB97M-V with the def2-TZVPD basis set.

Geometry as XYZ:
```
17
Properties=species:S:1:pos:R:3:forces:R:3
S -1.391 0.200 -0.911 0.0 -0.3 0.0
S 2.258 -1.977 -0.606 0.3 -0.1 0.0
S 1.362 1.970 -1.108 0.0 0.2 -1.0
N -0.133 -1.001 -0.682 -0.7 0.5 0.4
C 1.576 0.638 0.081 -0.1 -1.2 -0.1
C 0.861 0.926 1.423 -0.6 -0.4 -1.7
C 1.175 -0.756 -0.479 -0.1 0.9 1.1
C -2.833 -0.617 -0.178 0.9 -1.9 -0.5
H -0.355 -1.990 -0.667 -0.3 0.1 -0.6
H -3.728 -0.086 -0.422 -0.4 0.6 -0.5
H 2.650 0.642 0.149 0.3 -0.5 0.7
H 1.085 1.932 1.669 0.3 1.0 0.6
H -2.895 -1.640 -0.616 -0.2 0.7 0.0
H 2.287 1.429 -1.959 -0.5 0.4 0.3
H -0.220 0.876 1.217 0.4 0.0 0.4
H -2.829 -0.789 0.879 0.4 0.4 0.8
H 1.129 0.242 2.209 0.3 -0.3 0.2
```
Forces are in eV/Å.

## Properties
**Lowest unoccupied orbital energy**: 0.430 eV
**2S+1**: 1
**DFT total energy**: -1407.0897 hartree
**ΔE to the lowest compared entry with this formula, charge and spin**: 66.4 kJ/mol
**HOMO**: -8.371 eV
**Structure (SMILES)**: CSNC(=S)[C@H](C)S

Results of the Mulliken charge analysis, in e, for atoms 1 through 2: 0.05, -0.34

9.
Here is a cluster of 2 separate species, C4H9O in total from the OMol25 dataset. Energies are from ωB97M-V with the def2-TZVPD basis set.

Geometry as XYZ:
```
14
Properties=species:S:1:pos:R:3:forces:R:3
O -0.238 -0.861 0.154 -0.2 0.0 0.0
C -2.210 2.534 -1.182 -0.1 -0.3 0.1
C 0.684 -1.291 1.031 0.1 0.2 -0.3
C 1.852 -2.028 0.335 0.2 -0.2 0.2
C -1.184 1.890 -0.637 -0.1 0.2 -0.1
H 2.294 -1.374 -0.420 0.0 0.1 0.0
H 2.656 -2.344 1.023 -0.1 0.1 0.1
H 1.491 -2.926 -0.176 -0.1 0.0 0.0
H -3.015 1.978 -1.652 0.0 0.0 -0.1
H 1.169 -0.457 1.619 0.0 -0.1 0.0
H -0.391 2.444 -0.148 0.1 0.1 0.0
H 0.281 -1.985 1.814 0.1 -0.1 0.1
H -2.331 3.611 -1.153 0.1 0.0 0.0
H -1.056 0.808 -0.607 0.1 -0.1 0.1
```
Forces are in eV/Å.

## Properties
**Net charge**: -1
**Lowest unoccupied orbital energy**: 4.193 eV
**2S+1**: 1
**DFT total energy**: -232.9914 hartree
**ΔE to the lowest compared entry with this formula, charge and spin**: 72.4 kJ/mol
**HOMO**: -2.378 eV

Results of the Mulliken charge analysis, in e, for atoms 1 through 2: -0.84, -0.51

10.
Here is a cluster of 2 separate species, C4H9O in total from the OMol25 dataset. Energies are from ωB97M-V with the def2-TZVPD basis set.

Geometry as XYZ:
```
14
Properties=species:S:1:pos:R:3:forces:R:3
O 0.352 -2.213 -2.732 1.7 -1.0 -0.4
C 1.191 1.316 2.054 2.7 1.2 0.8
C -0.812 -1.607 -2.565 -1.0 0.2 -1.5
C -0.747 0.393 1.118 -1.4 -2.2 -6.2
C 0.488 0.748 0.927 -0.4 1.2 -0.4
H -0.984 -1.461 -1.513 -0.7 0.5 0.5
H -1.640 -2.153 -3.130 0.6 0.8 0.7
H -0.621 -0.627 -3.132 -0.6 -0.6 0.7
H 0.902 0.896 -0.093 -0.3 -0.3 0.9
H 0.983 2.381 2.229 -0.3 -0.2 -0.1
H -1.261 0.152 1.963 -1.0 -0.1 2.4
H 1.174 0.815 3.019 -0.5 -0.3 -0.1
H -1.249 0.036 0.109 0.4 0.7 2.3
H 2.225 1.323 1.745 0.8 0.1 0.4
```
Forces are in eV/Å.

## Properties
**Lowest unoccupied orbital energy (spin up / spin down)**: 1.029 / -1.193 eV
**2S+1**: 2
**DFT total energy**: -232.8889 hartree
**⟨S²⟩**: 0.75
**ΔE to the lowest compared entry with this formula, charge and spin**: 174.0 kJ/mol
**HOMO (spin up / spin down)**: -9.783 / -9.775 eV

Results of the Mulliken charge analysis, in e, for atoms 1 through 2: -0.33, -1.14